Entry 1:
The following is a DFT calculation (ωB97M-V/def2-TZVPD) of C18H14CeCl3N3O2 as an isolated structure in a non-equilibrium geometry.

The spin multiplicity is 2. Its expectation value of S² is 0.751. The value obtained for the highest occupied orbital energy (spin up / spin down) is -0.3791 / -0.3791 Eh. The value obtained for the relative energy (zero: lowest compared OMol25 entry of this formula, charge and spin) is 0.033 eV. Its charge is +1. The LUMO energy (spin up / spin down) is -0.1567 / -0.1568 Ha. For the HOMO-LUMO gap (spin up / spin down), the calculation gives 6.050 / 6.048 eV.

Geometry (Å):
Ce 1.69584 -0.66681 -0.17919
O -4.45195 3.35678 -0.62821
C -4.34828 2.37410 0.10317
O -5.10313 1.70382 0.81543
C -2.84504 1.82724 0.19627
C -2.53029 0.79691 1.06772
C -1.28621 0.19897 0.99489
N -0.35592 0.61254 0.10097
C -0.67811 1.58594 -0.77850
C -1.92174 2.19493 -0.76670
C 0.37854 1.98089 -1.73829
C 0.27037 3.13350 -2.50776
C 1.29556 3.47858 -3.36873
C 2.41449 2.66128 -3.44716
C 2.43968 1.51561 -2.68342
N 1.45116 1.16549 -1.84663
C -0.90164 -0.91534 1.88949
C -1.82349 -1.50519 2.75023
C -1.42491 -2.53074 3.58464
C -0.10343 -2.95918 3.54523
C 0.74675 -2.35790 2.64493
N 0.37522 -1.36039 1.82481
H -3.30088 0.49651 1.76368
H -2.23151 2.95050 -1.47645
H -0.60245 3.76160 -2.41921
H 1.22340 4.37292 -3.97234
H 3.24862 2.89970 -4.09060
H 3.27990 0.83173 -2.74718
H -2.84958 -1.17162 2.76365
H -2.13431 -2.99237 4.25807
H 0.25090 -3.74945 4.19094
H 1.78135 -2.67417 2.57669
Cl -0.53991 -2.27734 -1.31677
C 0.01810 -3.85020 -0.70034
Cl 1.72294 -3.70425 -0.22905
H -0.06914 -4.59116 -1.48565
H -0.57410 -4.10607 0.17102
Cl 3.91238 0.75758 0.84713
C 4.10463 -0.94467 0.06128
H 4.54920 -1.51601 0.88146
H 4.91701 -0.78424 -0.64949

Forces on atoms 1 to 2 (eV/Å):
Ce 0.7 -0.2 -0.1
O -0.1 -0.1 -0.2

Entry 2:
The following is a DFT calculation (ωB97M-V/def2-TZVPD) of C11H5F9N4O8S4Ti as an isolated structure.

The value obtained for the highest occupied orbital energy is -0.0931 Eh. The value obtained for the relative energy (zero: lowest compared OMol25 entry of this formula, charge and spin) is 0.013 eV. Its charge is -2. The LUMO energy is 0.1531 Ha. For the HOMO-LUMO gap, the calculation gives 6.699 eV.

Geometry (Å):
Ti -0.37054 -0.40564 0.14284
F 0.47735 -2.53494 -3.60260
C 1.28050 -3.20547 -2.75610
F 2.32916 -3.63706 -3.48700
F 0.60352 -4.30439 -2.37044
S 1.83109 -2.20096 -1.24557
O 0.35473 -1.91362 -0.95546
O 2.63972 -3.28974 -0.74718
N 2.58883 -1.12511 -2.21565
S 2.26929 0.38050 -2.13036
O 3.41059 1.24764 -2.10353
O 1.15634 0.72854 -1.26418
C 1.59222 0.76886 -3.81351
F 1.34466 2.09611 -3.90790
F 0.43883 0.14456 -4.06421
F 2.45229 0.45618 -4.78751
S -2.63498 -1.34852 -0.60979
C -3.36772 -2.03999 0.78736
C -4.69217 -2.57156 0.64201
N -5.75555 -2.99004 0.49711
C -2.73829 -2.06796 1.98884
S -1.10436 -1.49809 2.17841
C -3.37116 -2.62172 3.14471
N -3.88253 -3.06577 4.07749
O 1.22832 -0.62524 0.90839
O 2.30297 -1.20712 0.25056
C -2.25847 2.10965 -4.80436
C -1.78888 2.70430 -3.47682
C -1.55676 1.67430 -2.47255
N -1.35129 0.87541 -1.68372
H -2.40214 2.90327 -5.53736
H -3.19955 1.57560 -4.67981
H -1.51726 1.41079 -5.18804
H -2.51570 3.40906 -3.07033
H -0.84379 3.23529 -3.60417
F -2.95783 3.22760 -0.06684
C -2.69983 2.58821 1.10614
F -3.32558 1.41758 1.06620
F -3.27245 3.32316 2.07389
C -1.15379 2.48055 1.30740
O -0.60220 3.44890 1.77879
O -0.64663 1.38338 0.91120

Forces on atoms 1 to 2 (eV/Å):
Ti -0.3 -0.2 0.1
F 0.0 0.0 0.0